(1)
Here is a cluster of 14 separate species, C22H38BrCl26N2O4PS2 in total in a non-equilibrium geometry from the OMol25 dataset. Energies are from ωB97M-V with the def2-TZVPD basis set.

Last column: Löwdin charge in e.
Geometry (Å):
N 2.030 0.018 -1.039  0.220
C 0.939 0.288 -0.857  -0.259
C -0.536 0.485 -0.612  -0.587
S -1.148 1.233 -2.223  0.834
C -0.855 1.591 0.499  -0.125
C 0.369 2.560 0.539  -0.794
O 0.447 3.460 -0.210  0.054
Br 1.820 2.326 1.843  0.721
C -1.351 -0.862 -0.413  -0.384
C -2.812 -0.501 -0.729  -0.256
N -3.882 -0.232 -1.002  0.213
C -1.380 -1.465 1.052  -0.154
C -0.080 -1.384 1.899  -0.260
C 0.910 -2.602 1.787  -0.602
S 0.140 -4.252 1.886  0.715
P -0.905 -2.231 -1.592  0.532
O 0.354 -2.921 -1.291  -0.244
O -2.136 -3.334 -1.440  -0.137
O -0.890 -1.783 -3.165  -0.182
H -2.245 1.970 -1.897  -0.084
H -1.020 1.169 1.507  0.110
H -1.705 2.212 0.167  0.111
H -2.156 -0.878 1.596  0.124
H -1.796 -2.490 0.973  0.089
H 0.518 -0.459 1.759  0.052
H -0.407 -1.363 2.960  0.053
H 1.585 -2.482 0.915  -0.001
H 1.581 -2.534 2.671  0.037
H -0.836 -4.354 0.942  -0.152
H -2.370 -3.589 -2.352  0.054
H -1.710 -1.316 -3.416  0.035
C 5.594 0.807 -2.309  -1.048
Cl 5.304 2.551 -2.332  0.508
Cl 7.168 0.422 -1.594  0.492
H 4.814 0.330 -1.723  -0.051
H 5.572 0.434 -3.328  0.028
C 5.043 -0.318 1.596  -1.005
Cl 5.441 0.117 3.263  0.515
Cl 3.426 -1.024 1.487  0.545
H 5.079 0.577 0.980  0.021
H 5.768 -1.043 1.238  0.013
C 9.270 1.379 3.263  -1.033
Cl 9.933 -0.092 3.984  0.500
Cl 8.761 1.108 1.593  0.487
H 8.409 1.696 3.843  0.015
H 10.033 2.151 3.276  0.025
C -1.516 -3.349 -6.063  -0.974
Cl -3.058 -3.094 -5.226  0.574
Cl -1.726 -3.379 -7.821  0.556
H -0.837 -2.542 -5.802  0.008
H -1.100 -4.300 -5.745  0.037
C 5.211 -3.234 -2.366  -0.992
Cl 6.907 -3.560 -1.985  0.505
Cl 4.445 -2.240 -1.121  0.546
H 5.160 -2.710 -3.316  0.025
H 4.679 -4.178 -2.434  0.028
C -0.727 0.148 -7.533  -1.016
Cl 0.976 -0.142 -7.159  0.526
Cl -1.482 1.211 -6.339  0.510
H -0.799 0.607 -8.514  0.036
H -1.250 -0.803 -7.520  -0.045
C 0.552 0.433 5.724  -1.003
Cl 1.798 0.109 4.508  0.506
Cl -1.078 0.154 5.090  0.529
H 0.713 -0.222 6.575  0.035
H 0.627 1.472 6.035  -0.071
C -2.180 3.610 6.827  -1.001
Cl -0.493 3.211 7.189  0.560
Cl -2.878 4.652 8.069  0.492
H -2.220 4.125 5.872  0.030
H -2.753 2.689 6.776  0.022
C 0.684 -6.883 4.799  -1.040
Cl 1.832 -7.830 3.846  0.498
Cl 1.410 -5.383 5.384  0.489
H -0.170 -6.636 4.175  0.008
H 0.364 -7.473 5.651  0.023
C -7.217 -0.306 -1.788  -1.043
Cl -8.061 1.237 -1.611  0.493
Cl -8.219 -1.657 -1.241  0.493
H -6.971 -0.453 -2.836  0.013
H -6.309 -0.280 -1.196  -0.029
C -4.653 -0.464 -7.256  -1.061
Cl -6.191 -0.227 -6.416  0.512
Cl -4.869 -0.486 -9.011  0.507
H -3.983 0.348 -6.996  -0.029
H -4.229 -1.413 -6.944  -0.048
C -4.247 7.900 9.907  -1.013
Cl -3.630 6.395 10.604  0.480
Cl -4.804 7.671 8.246  0.493
H -5.080 8.248 10.510  0.024
H -3.452 8.639 9.911  0.026
C -1.714 4.985 -5.141  -1.014
Cl -2.547 6.538 -5.030  0.517
Cl -2.743 3.658 -4.585  0.477
H -1.441 4.805 -6.177  0.025
H -0.822 5.019 -4.523  0.031

## Properties
Charge ... 0
E_HOMO ... -9.002 eV
Spin multiplicity ... 1
Frontier orbital gap ... 8.935 eV

(2)
Here is a structure of composition C5H11NO in a non-equilibrium geometry from the OMol25 dataset. Energies are from ωB97M-V with the def2-TZVPD basis set.

Last column: Löwdin charge in e.
Geometry (Å):
C -2.074 -0.776 0.576  -0.058
C -1.319 -0.494 -0.697  -0.189
C 0.006 1.604 -0.153  -0.068
C 1.020 -0.722 -0.163  -0.611
C 2.354 -0.197 0.261  -0.048
H -1.493 -1.464 1.123  0.072
H -3.044 -1.057 0.518  0.047
H -1.940 0.021 1.198  0.036
H -1.810 0.218 -1.365  0.091
H -0.969 -1.403 -1.498  0.183
H -0.448 1.863 1.019  0.139
H 1.154 1.979 -0.092  0.087
H -0.615 2.176 -0.998  0.111
H 3.101 -1.017 0.464  0.076
H 2.289 0.496 1.254  0.110
H 2.823 0.624 -0.731  0.174
N 0.041 0.114 -0.417  -0.143
O 0.925 -1.966 -0.299  -0.008

## Properties
Charge ... 0
E_HOMO ... -9.263 eV
ΔE to the lowest compared entry with this formula, charge and spin ... 3.333 eV
Spin multiplicity ... 1
Frontier orbital gap ... 10.004 eV

(3)
Here is a structure of composition C26H25F2FeO2 in a non-equilibrium geometry from the OMol25 dataset. Energies are from ωB97M-V with the def2-TZVPD basis set.

Last column: Löwdin charge in e.
Geometry (Å):
C -1.133 -2.875 1.987  -0.100
C -1.451 -1.506 2.482  -0.494
C -1.385 -1.236 3.775  -0.045
C -1.905 -0.469 1.527  -0.212
Fe -3.956 -0.553 1.142  0.140
C -3.840 -2.337 0.741  -0.150
O -3.740 -3.450 0.519  0.096
C -3.688 0.140 -0.532  -0.156
O -3.502 0.573 -1.569  0.095
C -4.299 0.561 2.902  -0.185
C -4.810 -0.781 3.061  -0.180
C -5.820 -0.994 2.048  -0.208
C -5.922 0.210 1.253  -0.205
C -4.983 1.174 1.785  -0.200
H -1.218 -2.934 0.901  0.066
H -0.121 -3.177 2.258  0.062
H -1.827 -3.607 2.403  0.074
H -1.623 -0.264 4.155  0.032
H -1.101 -1.984 4.485  0.029
H -1.674 0.528 1.898  0.052
H -1.400 -0.582 0.569  0.029
H -3.589 1.054 3.565  0.094
H -4.503 -1.506 3.818  0.101
H -6.438 -1.886 1.944  0.098
H -6.616 0.373 0.428  0.095
H -4.838 2.192 1.421  0.096
C 4.501 -3.910 0.009  -0.047
C 3.737 -2.657 -0.194  -0.222
C 4.191 -1.730 -1.133  -0.225
F 5.328 -1.969 -1.830  0.062
C 3.491 -0.567 -1.317  0.051
C 2.333 -0.248 -0.588  -0.198
C 1.622 0.965 -0.767  0.043
C 1.913 2.014 -1.676  -0.205
C 3.021 1.990 -2.539  0.052
C 3.316 3.014 -3.401  -0.224
F 4.421 2.961 -4.184  0.065
C 2.481 4.131 -3.446  -0.228
C 2.807 5.239 -4.372  -0.050
C 1.365 4.173 -2.617  -0.039
C 1.078 3.146 -1.750  -0.022
C 1.893 -1.202 0.350  -0.002
C 2.584 -2.375 0.532  -0.025
H 4.047 -4.533 0.779  0.078
H 4.534 -4.488 -0.914  0.085
H 5.528 -3.691 0.305  0.085
H 3.849 0.222 -2.123  0.077
H 0.757 1.105 -0.144  0.112
H 3.703 1.024 -2.505  0.078
H 2.086 6.052 -4.289  0.076
H 3.801 5.639 -4.163  0.085
H 2.798 4.887 -5.404  0.085
H 0.729 5.040 -2.656  0.109
H 0.208 3.201 -1.119  0.114
H 1.010 -1.003 0.932  0.100
H 2.249 -3.093 1.259  0.106

## Properties
Charge ... -1
Expectation value of S² ... 6.170
E_HOMO (alpha / beta) ... -1.536 / -3.634 eV
ΔE to the lowest compared entry with this formula, charge and spin ... 0.531 eV
Spin multiplicity ... 5
Frontier orbital gap (alpha / beta) ... 4.036 / 4.690 eV

(4)
Here is a structure of composition C26H17Cl2F3IMnN6O3S in a non-equilibrium geometry from the OMol25 dataset. Energies are from ωB97M-V with the def2-TZVPD basis set.

Last column: Löwdin charge in e.
Geometry (Å):
Mn 0.098 0.203 0.071  0.972
Cl -2.418 -2.742 -5.550  0.640
C -1.327 -2.030 -4.404  -0.693
C -1.834 -1.568 -3.198  -0.041
C -0.985 -0.990 -2.264  -0.264
N -1.446 -0.417 -1.082  -0.003
C -2.262 -1.173 -0.250  -0.469
O -3.289 -0.799 0.263  0.107
C -1.634 -2.514 0.078  -0.206
C -2.345 -3.690 0.246  0.006
C -1.641 -4.840 0.565  -0.059
C -0.264 -4.767 0.709  -0.056
C 0.360 -3.541 0.521  -0.118
N -0.310 -2.442 0.215  0.089
C 0.403 -0.936 -2.518  -0.196
C 0.897 -1.377 -3.740  -0.027
C 0.027 -1.910 -4.683  -0.689
Cl 0.662 -2.422 -6.211  0.645
N 1.127 -0.445 -1.432  0.014
C 2.475 -0.316 -1.420  -0.440
O 3.264 -0.570 -2.318  0.061
C 2.947 0.204 -0.094  -0.176
C 4.215 0.735 0.049  0.011
C 4.561 1.320 1.254  -0.039
C 3.625 1.331 2.279  -0.033
C 2.389 0.750 2.066  -0.117
N 2.052 0.189 0.904  0.048
H -2.894 -1.645 -2.993  0.118
H -3.420 -3.689 0.125  0.119
H -2.160 -5.779 0.708  0.104
H 0.317 -5.641 0.970  0.100
H 1.434 -3.434 0.630  0.116
H 1.954 -1.330 -3.944  0.097
H 4.879 0.698 -0.803  0.121
H 5.537 1.767 1.389  0.109
H 3.841 1.788 3.234  0.108
H 1.642 0.702 2.849  0.046
F -3.073 1.549 5.742  0.095
C -2.172 0.779 5.073  -0.604
F -1.023 0.864 5.779  0.111
F -2.619 -0.480 5.175  0.119
C -2.016 1.273 3.665  -0.132
C -2.636 2.447 3.305  0.003
C -2.463 2.951 2.020  -0.042
C -1.676 2.245 1.150  -0.106
N -1.056 1.096 1.471  -0.064
C -1.191 0.576 2.733  -0.703
S -0.304 -0.811 3.126  0.653
H -3.249 2.974 4.024  0.121
H -2.918 3.879 1.710  0.107
H -1.507 2.609 0.145  0.107
N -0.001 2.360 -2.650  0.181
C 0.828 2.709 -1.628  -0.682
O 0.652 2.145 -0.502  -0.154
C 1.809 3.692 -1.832  -0.195
I 0.371 5.904 -0.875  -0.074
H -0.791 1.773 -2.440  0.088
H 0.009 2.862 -3.517  0.105
H 1.975 4.107 -2.814  0.029
H 2.574 3.814 -1.083  0.029

## Properties
Charge ... -1
Expectation value of S² ... 8.812
E_HOMO (alpha / beta) ... -4.230 / -5.319 eV
Spin multiplicity ... 6
Frontier orbital gap (alpha / beta) ... 5.507 / 6.999 eV

(5)
Here is a structure of composition C2H14N2O3 in a non-equilibrium geometry from the OMol25 dataset. Energies are from ωB97M-V with the def2-TZVPD basis set.

Last column: Löwdin charge in e.
Geometry (Å):
C -1.261 -0.465 0.144  -0.073
N -0.642 -1.144 -1.088  0.065
C 0.819 -0.802 -1.130  -0.230
N 1.742 -1.415 -0.094  0.073
H -1.399 0.587 -0.129  0.075
H -2.151 -0.900 0.559  0.082
H -0.629 -0.733 0.985  0.036
H -1.103 -0.505 -1.831  0.104
H 0.848 0.354 -0.970  0.160
H 1.289 -0.998 -2.095  0.116
H 1.678 -0.842 0.748  0.014
H -1.082 4.433 -0.115  0.012
H 1.001 0.830 1.805  -0.119
H -1.396 3.844 0.300  0.009
O 1.071 1.570 1.114  -0.076
H 0.491 -0.375 3.342  0.031
H 1.440 -2.375 0.295  0.122
O 0.740 -0.292 2.393  -0.231
H 1.797 2.179 1.309  0.046
H -2.764 0.687 -2.560  -0.033
O -2.195 1.139 -1.939  -0.181

## Properties
Charge ... 0
E_HOMO ... -9.216 eV
ΔE to the lowest compared entry with this formula, charge and spin ... 11.294 eV
Spin multiplicity ... 1
Frontier orbital gap ... 3.673 eV

(6)
Here is a structure of composition CH8F3NaO7S in a non-equilibrium geometry from the OMol25 dataset. Energies are from ωB97M-V with the def2-TZVPD basis set.

Last column: Löwdin charge in e.
Geometry (Å):
Na -3.216 15.049 7.010  0.520
C -0.645 12.705 6.819  -0.694
F -1.574 11.814 6.514  0.126
F -0.870 13.827 6.134  0.101
F -0.778 12.995 8.113  0.109
S 1.083 12.037 6.456  0.471
O 1.923 13.218 6.615  -0.351
O 1.280 11.016 7.488  -0.343
O 0.915 11.533 5.101  -0.341
O -3.876 16.540 5.081  -0.031
H -3.056 16.962 4.792  0.067
H -4.571 17.163 4.839  0.062
O -4.354 13.247 5.901  -0.034
H -4.420 12.430 5.393  0.075
H -5.148 13.257 6.451  0.052
O -1.225 16.344 7.800  -0.035
H -0.309 16.303 8.106  0.078
H -1.420 17.286 7.721  0.057
O -4.452 14.431 9.000  -0.031
H -5.388 14.328 9.207  0.067
H -4.066 14.813 9.800  0.074

## Properties
Charge ... 0
E_HOMO ... -7.850 eV
ΔE to the lowest compared entry with this formula, charge and spin ... 1.347 eV
Spin multiplicity ... 1
Frontier orbital gap ... 6.566 eV

Q: What is the charge in the third record?
A: -1